120
Properties=species:S:1:pos:R:3 method="wB97M-V/def2-TZVPD" total_charge=0 multiplicity=1 largest_force_ev_per_a=3.05 homo_lumo_gap_ev=8.43 smiles="C=C[C@H]1[C@H]([C@@H](I)CC)[C@H]([C@@H](Cl)CC)OS(=O)(=O)[C@]1(N=C(C)C)C(F)(F)F.CC(C)=O.CC(C)=O.CC(C)=O.CC(C)=O.CC(C)=O.CC(C)=O.CC(C)=O" energy_ha=-3712.0718 e_homo_ev=-8.73 lumo_energy_ha=-0.0110
C -1.10 -0.64 2.30
C -1.19 -0.49 0.97
C -0.74 0.75 0.18
C -0.93 2.07 0.98
C -2.41 2.27 1.44
I -2.59 3.85 2.92
C -3.49 2.33 0.34
C -4.05 0.93 -0.09
C -0.29 3.34 0.37
C -0.86 3.80 -1.02
Cl -1.96 5.22 -0.71
C 0.20 4.29 -2.02
C -0.50 4.47 -3.42
O 1.16 3.31 0.23
S 1.85 1.87 0.29
O 3.09 1.98 -0.42
O 2.10 1.57 1.66
C 0.76 0.49 -0.34
N 1.18 -0.68 0.29
C 2.31 -1.26 0.04
C 3.61 -1.00 0.79
C 2.44 -2.37 -1.01
C 0.69 0.37 -1.89
F 0.05 -0.76 -2.19
F 1.88 0.39 -2.49
F -0.01 1.35 -2.48
H -0.14 -0.39 2.77
H -1.94 -0.98 2.91
H -1.58 -1.32 0.37
H -1.45 0.80 -0.66
H -0.40 1.91 1.93
H -2.65 1.39 2.03
H -4.36 2.84 0.79
H -3.25 2.91 -0.55
H -3.80 0.77 -1.14
H -5.15 0.93 -0.03
H -3.72 0.12 0.58
H -0.48 4.18 1.04
H -1.47 3.05 -1.54
H 0.65 5.25 -1.74
H 0.99 3.55 -2.20
H -1.58 4.59 -3.34
H 0.00 5.28 -3.97
H -0.34 3.53 -3.97
H 3.43 -0.57 1.77
H 4.30 -0.41 0.17
H 4.07 -1.99 0.93
H 2.96 -2.03 -1.91
H 1.42 -2.73 -1.19
H 2.98 -3.17 -0.51
C -1.88 3.55 8.07
C -1.94 2.42 7.07
O -2.96 1.80 6.88
C -0.67 2.10 6.33
H -2.86 3.67 8.54
H -1.14 3.32 8.85
H -1.61 4.48 7.57
H 0.11 1.81 7.03
H -0.35 2.97 5.74
H -0.86 1.27 5.64
C -1.50 8.20 2.78
C -0.56 7.43 3.67
O -0.84 6.33 4.09
C 0.75 8.10 4.01
H -2.40 7.60 2.61
H -1.79 9.14 3.25
H -1.03 8.39 1.81
H 0.57 9.03 4.54
H 1.32 8.29 3.10
H 1.33 7.44 4.66
C -3.22 -2.22 10.56
C -2.58 -1.64 9.32
O -1.83 -2.29 8.62
C -2.91 -0.20 8.99
H -2.89 -3.26 10.67
H -2.91 -1.66 11.44
H -4.30 -2.20 10.46
H -2.59 0.45 9.80
H -3.98 -0.09 8.82
H -2.39 0.08 8.09
C 1.85 -3.20 -6.35
C 1.38 -3.96 -5.13
O 1.75 -5.09 -4.91
C 0.45 -3.24 -4.20
H 2.52 -3.83 -6.94
H 0.99 -2.93 -6.97
H 2.39 -2.30 -6.05
H -0.47 -2.97 -4.72
H 0.93 -2.34 -3.80
H 0.19 -3.89 -3.37
C 0.10 -5.06 1.63
C 1.42 -4.39 1.90
O 2.30 -4.38 1.06
C 1.60 -3.72 3.23
H 0.11 -5.50 0.63
H -0.06 -5.86 2.36
H -0.71 -4.33 1.69
H 1.50 -4.45 4.03
H 0.85 -2.93 3.36
H 2.59 -3.27 3.29
C 3.42 -7.36 -6.60
C 4.70 -6.85 -7.22
O 4.78 -6.60 -8.40
C 5.87 -6.66 -6.29
H 2.66 -7.45 -7.38
H 3.59 -8.34 -6.16
H 3.07 -6.66 -5.85
H 6.14 -7.61 -5.83
H 5.62 -5.93 -5.52
H 6.73 -6.29 -6.86
C -0.36 -1.01 -10.60
C -0.82 -1.76 -9.38
O -0.45 -2.90 -9.17
C -1.76 -1.05 -8.44
H 0.31 -1.64 -11.19
H -1.22 -0.73 -11.22
H 0.18 -0.11 -10.30
H -2.68 -0.78 -8.96
H -1.28 -0.15 -8.05
H -2.01 -1.70 -7.61